# 1
{"formula": "C14H23N2PPb", "method": "ωB97M-V/def2-TZVPD", "species": ["C", "C", "C", "C", "C", "C", "C", "C", "N", "Pb", "C", "P", "H", "H", "H", "H", "H", "H", "H", "H", "C", "C", "H", "C", "C", "H", "H", "H", "H", "H", "H", "H", "H", "H", "H", "H", "H", "H", "H", "N", "C"], "xyz": [[0.409, 3.173, -3.612], [-0.887, 2.743, -3.398], [-1.169, 1.774, -2.432], [-0.118, 1.212, -1.692], [1.198, 1.573, -2.009], [1.472, 2.592, -2.926], [-2.597, 1.409, -2.235], [-2.976, -0.064, -1.934], [-2.490, -1.080, -2.810], [-0.442, 0.250, 0.283], [2.376, 0.904, -1.359], [2.133, -0.892, -1.065], [-1.721, 3.161, -3.968], [2.514, 2.877, -3.103], [0.615, 3.952, -4.336], [2.668, 1.357, -0.392], [3.283, 0.974, -1.994], [-3.059, 1.999, -1.423], [-3.165, 1.694, -3.137], [-2.727, -0.324, -0.879], [3.621, -1.387, -0.178], [2.212, -1.677, -2.701], [-4.084, -0.137, -1.957], [-1.511, -0.884, -3.842], [-3.218, -2.326, -2.830], [1.380, -1.043, 4.394], [-1.686, -1.666, -4.601], [-1.588, 0.110, -4.320], [-0.483, -1.024, -3.446], [-3.243, -2.711, -3.866], [-2.717, -3.084, -2.196], [-4.246, -2.169, -2.454], [3.232, -1.684, -3.104], [1.878, -2.713, -2.583], [1.550, -1.173, -3.410], [4.531, -1.201, -0.792], [3.719, -0.807, 0.758], [3.575, -2.463, 0.069], [0.884, -1.450, -0.555], [0.116, 0.482, 3.304], [0.758, -0.280, 3.914]], "orbital_gap_ev": [4.928, 4.991], "e_lumo_ev": [0.38, 0.37], "energy_ev": -32401.765, "e_above_lowest_kcal_mol": 61.2}



# 2
{"formula": "C11H22B2N3O4", "method": "ωB97M-V/def2-TZVPD", "species": ["C", "C", "O", "C", "C", "O", "C", "C", "C", "B", "O", "C", "C", "C", "N", "N", "C", "B", "N", "O", "H", "H", "H", "H", "H", "H", "H", "H", "H", "H", "H", "H", "H", "H", "H", "H", "H", "H", "H", "H", "H", "H"], "xyz": [[-4.564, -2.485, -3.714], [-2.999, -2.633, -3.299], [-2.862, -1.827, -2.079], [-1.451, -1.872, -1.688], [-0.760, -0.418, -1.821], [-0.545, 0.226, -0.523], [0.535, -0.447, 0.172], [1.570, 0.593, 0.830], [1.659, 0.747, 2.362], [0.768, -0.051, 3.461], [0.781, -1.490, 3.586], [-0.159, 0.808, 4.498], [-0.597, 2.208, 3.835], [2.752, 1.799, 2.779], [3.456, 2.423, 1.717], [3.372, 2.338, 0.403], [2.440, 1.434, -0.131], [2.312, 1.306, -1.774], [3.073, 0.266, -2.535], [1.425, 2.220, -2.462], [-5.158, -2.696, -2.768], [-4.691, -1.392, -4.053], [-4.803, -3.198, -4.571], [-2.406, -2.188, -4.178], [-2.709, -3.724, -3.085], [-1.338, -2.312, -0.641], [-0.948, -2.560, -2.467], [0.212, -0.571, -2.406], [-1.446, 0.202, -2.501], [0.095, -1.184, 0.919], [1.173, -1.081, -0.557], [-0.133, -1.841, 3.643], [-1.021, 0.194, 4.924], [0.535, 1.062, 5.385], [0.324, 2.878, 3.780], [-1.487, 2.710, 4.349], [-0.930, 2.031, 2.746], [2.976, 2.051, 3.877], [4.188, 3.086, 2.049], [3.845, 0.707, -3.054], [2.420, -0.217, -3.182], [1.097, 2.897, -1.824]], "orbital_gap_ev": 7.207, "e_lumo_ev": -4.92, "charge": 1, "smiles": "CCOCCOCc1c(B(O)CC)c[nH+]nc1B(N)O", "energy_ev": -25768.231}



# 3
{"formula": "C3H9NO", "method": "ωB97M-V/def2-TZVPD", "species": ["N", "C", "C", "C", "H", "H", "H", "H", "H", "H", "H", "H", "H", "O"], "xyz": [[2.096, -0.494, 2.251], [1.768, 0.358, 1.053], [0.323, -0.838, -0.585], [0.460, 0.040, 0.388], [1.142, -0.620, 2.598], [2.281, -1.425, 1.875], [1.883, 1.413, 1.340], [2.561, 0.259, 0.295], [-0.513, -0.832, -1.271], [1.181, -1.461, -0.873], [-0.303, 0.818, 0.325], [-3.694, 0.415, -2.608], [-4.911, 1.369, -2.715], [-4.273, 0.998, -2.075]], "orbital_gap_ev": [2.481, 10.154], "e_lumo_ev": [3.65, 3.70], "charge": -1, "spin_multiplicity": 2, "energy_ev": -6791.933, "e_above_lowest_kcal_mol": 23.4}



# 4
{"formula": "C3H7IN", "method": "ωB97M-V/def2-TZVPD", "species": ["C", "C", "I", "C", "N", "H", "H", "H", "H", "H", "H", "H"], "xyz": [[-1.222, 0.969, -0.084], [-0.010, 0.025, -0.680], [0.996, 0.832, -2.449], [1.082, -0.350, 0.493], [1.158, -1.882, 0.537], [-2.248, 0.471, -0.421], [-1.163, 2.093, -0.405], [-1.200, 0.873, 1.104], [-0.525, -0.990, -1.019], [0.733, -0.026, 1.586], [2.148, 0.133, 0.326], [0.251, -2.147, 1.011]], "orbital_gap_ev": 4.708, "e_lumo_ev": 3.07, "charge": -1, "energy_ev": -12812.793, "e_above_lowest_kcal_mol": 35.8}